Entry 1:
DFT (wB97M-V/def2-TZVPD) results for a cluster of 2 separate species, C4H12NO2 in total.

Geometry as XYZ:
```
19
Properties=species:S:1:pos:R:3
C -1.781 -1.267 -0.331
N -0.845 -0.210 0.367
C 1.144 -1.674 -0.065
C 0.557 -0.276 0.092
C 0.924 0.823 -0.946
O 0.470 2.037 -0.552
H -1.379 -2.300 -0.010
H -1.612 -1.078 -1.450
H -2.809 -0.986 -0.022
H -0.997 0.740 0.030
H 2.190 -1.490 -0.384
H 1.017 -2.024 0.953
H 0.658 -2.523 -0.609
H 1.039 0.102 1.097
H 2.035 0.789 -0.900
H 0.736 0.544 -1.975
H -0.016 2.351 1.065
H -0.774 3.703 1.774
O -0.559 2.739 1.867
```

For the frontier orbital gap, the calculation gives 7.187 eV. The calculation puts the energy above the lowest of the compared OMol25 structures with the same formula, charge and spin at 40.27 kcal/mol. The charge is -1. The LUMO energy comes out at 0.147 Eh.

Let us look at the natural (NBO) charges, expressed in e, one per atom: number 1, C, carries -0.4467; number 2, N, carries -0.6700; number 3, C, carries -0.6508; number 4, C, carries -0.0607; number 5, C, carries -0.0464; number 6, O, carries -0.9535; number 7, H, carries 0.1867; number 8, H, carries 0.1714; number 9, H, carries 0.1981; number 10, H, carries 0.3944; number 11, H, carries 0.2097; number 12, H, carries 0.2040; number 13, H, carries 0.1874; number 14, H, carries 0.1635; number 15, H, carries 0.0801; number 16, H, carries 0.1000; number 17, H, carries 0.5287; number 18, H, carries 0.4482; number 19, O, carries -1.0441


Entry 2:
DFT (wB97M-V/def2-TZVPD) results for a cluster of 5 separate species, CH12O5 in total.

Geometry as XYZ:
```
18
Properties=species:S:1:pos:R:3
C -0.942 1.582 -1.409
O -1.792 2.558 -0.776
H -1.401 0.611 -1.217
H 0.070 1.692 -1.026
H -0.930 1.702 -2.501
H -1.809 3.352 -1.308
H 3.432 -1.704 2.195
H 4.093 -0.628 1.307
O 3.348 -1.264 1.329
H -0.717 -1.520 -0.449
H -1.583 -2.518 -1.214
O -1.538 -2.013 -0.399
H -1.739 0.868 1.406
H -0.959 -0.379 1.743
O -1.059 0.547 2.005
H 1.784 -1.167 0.052
H 2.249 -0.732 -1.298
O 1.442 -0.950 -0.827
```

Its multiplicity is 2. For the frontier orbital gap (spin up / spin down), the calculation gives 2.312 / 10.115 eV. The calculation puts the energy above the lowest of the compared OMol25 structures with the same formula, charge and spin at 5.49 kcal/mol. The charge is -1. The LUMO energy (spin up / spin down) comes out at 0.111 / 0.108 Eh.

Let us look at the natural (NBO) charges, expressed in e, one per atom: number 1, C, carries -0.2783; number 2, O, carries -0.7473; number 3, H, carries 0.1860; number 4, H, carries 0.1921; number 5, H, carries 0.1488; number 6, H, carries 0.4587; number 7, H, carries 0.3655; number 8, H, carries 0.3199; number 9, O, carries -1.4669; number 10, H, carries 0.4934; number 11, H, carries 0.4632; number 12, O, carries -0.9838; number 13, H, carries 0.4666; number 14, H, carries 0.4666; number 15, O, carries -0.9532; number 16, H, carries 0.5013; number 17, H, carries 0.4449; number 18, O, carries -1.0775


Entry 3:
DFT (wB97M-V/def2-TZVPD) results for a cluster of 2 separate species, C11H9NO in total.

Geometry as XYZ:
```
22
Properties=species:S:1:pos:R:3
C -1.868 3.156 -1.052
C -1.912 1.980 -0.733
C 3.127 -0.568 0.223
C 2.559 -0.853 -1.031
C 2.485 0.271 1.148
C 1.232 -0.353 -1.276
C 1.211 0.755 0.955
C 0.645 0.297 -0.196
C -2.212 -0.755 1.263
C -2.144 -1.511 -0.056
C -1.845 0.669 -0.244
N -2.050 0.511 1.127
O -2.089 -0.470 -0.958
H -1.971 3.983 -1.670
H 4.153 -0.935 0.345
H 3.184 -1.516 -1.649
H 2.956 0.359 2.096
H 0.546 -0.714 -2.086
H 0.470 0.926 1.788
H -2.220 -1.209 2.228
H -1.251 -2.013 0.041
H -3.007 -2.009 -0.264
```

For the frontier orbital gap (spin up / spin down), the calculation gives 7.946 / 7.265 eV. The calculation puts the energy above the lowest of the compared OMol25 structures with the same formula, charge and spin at 135.61 kcal/mol. The charge is 0. The LUMO energy (spin up / spin down) comes out at -0.008 / 0.000 Eh.

Let us look at the natural (NBO) charges, expressed in e, one per atom: number 1, C, carries -0.1637; number 2, C, carries -0.0748; number 3, C, carries -0.2455; number 4, C, carries -0.1918; number 5, C, carries -0.1872; number 6, C, carries -0.3414; number 7, C, carries -0.3444; number 8, C, carries 0.1098; number 9, C, carries 0.0921; number 10, C, carries -0.1379; number 11, C, carries 0.3990; number 12, N, carries -0.4050; number 13, O, carries -0.4632; number 14, H, carries 0.2294; number 15, H, carries 0.2142; number 16, H, carries 0.2188; number 17, H, carries 0.2073; number 18, H, carries 0.2329; number 19, H, carries 0.2438; number 20, H, carries 0.1961; number 21, H, carries 0.2028; number 22, H, carries 0.2086


Entry 4:
DFT (wB97M-V/def2-TZVPD) results for a structure of composition C20H31AsN3NaO8Se2.

Geometry as XYZ:
```
66
Properties=species:S:1:pos:R:3
Na 0.063 -0.270 -0.057
C -0.412 -2.534 -2.688
O -1.368 -2.968 -1.717
C -1.836 -2.015 -0.888
O -1.744 -0.817 -1.085
N -2.665 -2.591 0.066
N -2.728 -1.855 1.296
H -0.774 -2.834 -3.674
H 0.530 -3.036 -2.467
H -0.262 -1.457 -2.677
H -2.312 -3.513 0.278
H -1.742 -1.692 1.562
H -3.095 -0.946 1.035
O 0.596 0.769 -2.714
C 0.040 1.523 -1.889
O 0.345 1.745 -0.695
C -1.163 2.290 -2.475
C -1.104 2.618 -3.876
C -2.130 3.282 -4.447
C -3.271 3.616 -3.663
C -4.410 4.287 -4.178
C -5.479 4.562 -3.377
C -5.458 4.173 -2.009
C -4.370 3.530 -1.497
C -3.246 3.241 -2.314
N -2.181 2.602 -1.730
H -0.231 2.298 -4.427
H -2.112 3.552 -5.499
H -4.415 4.571 -5.225
H -6.346 5.072 -3.780
H -6.309 4.383 -1.373
H -4.327 3.213 -0.463
O 4.243 -5.364 2.541
C 4.261 -3.957 2.830
C 4.790 -3.102 1.672
C 6.301 -3.332 1.610
O 6.981 -2.631 0.560
C 4.430 -1.638 1.937
Se 2.472 -1.300 1.963
C 4.104 -3.467 0.363
Se 2.149 -3.175 0.374
H 3.488 -5.480 1.950
H 4.919 -3.829 3.694
H 3.262 -3.624 3.103
H 6.488 -4.401 1.479
H 6.737 -3.022 2.566
H 6.325 -2.083 0.119
H 4.900 -0.986 1.196
H 4.769 -1.318 2.929
H 4.233 -4.528 0.132
H 4.544 -2.908 -0.468
O 0.018 -2.279 0.613
O 0.150 -1.309 1.702
C -1.767 3.464 1.588
As -1.376 1.537 1.782
C -2.276 1.329 3.524
C 0.408 1.805 2.580
H -1.528 3.996 2.514
H -2.817 3.613 1.334
H -1.156 3.839 0.767
H -1.968 2.115 4.217
H -2.004 0.353 3.928
H -3.359 1.356 3.387
H 0.344 2.567 3.360
H 1.109 2.105 1.801
H 0.740 0.856 2.998
```

For the frontier orbital gap, the calculation gives 4.562 eV. The charge is -2. The LUMO energy comes out at 0.144 Eh.

Let us look at the natural (NBO) charges, expressed in e, one per atom: number 1, Na, carries 0.8524; number 2, C, carries -0.2755; number 3, O, carries -0.5322; number 4, C, carries 0.9343; number 5, O, carries -0.7176; number 6, N, carries -0.5009; number 7, N, carries -0.6924; number 8, H, carries 0.1549; number 9, H, carries 0.1967; number 10, H, carries 0.2410; number 11, H, carries 0.3775; number 12, H, carries 0.4088; number 13, H, carries 0.3451; number 14, O, carries -0.7381; number 15, C, carries 0.7291; number 16, O, carries -0.7692; number 17, C, carries 0.1697; number 18, C, carries -0.2258; number 19, C, carries -0.1713; number 20, C, carries -0.1362; number 21, C, carries -0.1982; number 22, C, carries -0.2259; number 23, C, carries -0.2381; number 24, C, carries -0.2019; number 25, C, carries 0.2248; number 26, N, carries -0.4136; number 27, H, carries 0.2391; number 28, H, carries 0.1924; number 29, H, carries 0.1953; number 30, H, carries 0.1946; number 31, H, carries 0.2006; number 32, H, carries 0.2273; number 33, O, carries -0.7529; number 34, C, carries -0.0699; number 35, C, carries -0.1492; number 36, C, carries -0.0474; number 37, O, carries -0.7460; number 38, C, carries -0.6384; number 39, Se, carries 0.1356; number 40, C, carries -0.6482; number 41, Se, carries 0.1368; number 42, H, carries 0.4747; number 43, H, carries 0.1560; number 44, H, carries 0.2136; number 45, H, carries 0.1685; number 46, H, carries 0.1460; number 47, H, carries 0.4696; number 48, H, carries 0.1851; number 49, H, carries 0.1999; number 50, H, carries 0.2035; number 51, H, carries 0.1852; number 52, O, carries -0.7294; number 53, O, carries -0.7253; number 54, C, carries -0.9700; number 55, As, carries 0.9780; number 56, C, carries -0.9827; number 57, C, carries -0.9601; number 58, H, carries 0.1860; number 59, H, carries 0.1995; number 60, H, carries 0.2392; number 61, H, carries 0.1893; number 62, H, carries 0.2319; number 63, H, carries 0.2033; number 64, H, carries 0.1816; number 65, H, carries 0.2424; number 66, H, carries 0.2468


Total energy values, unit a.u., following the record order: -364.79132, -421.44329, -554.30434, -8747.78937.